The following is a DFT calculation (wB97M-V/def2-TZVPD) of a structure of composition C36H48N12O7S3W.

```
107
Properties=species:S:1:pos:R:3
W 0.261 0.368 0.240
C 4.666 0.465 0.873
C 3.295 0.609 0.310
N 2.248 0.833 1.030
N 2.420 1.167 2.356
C 1.491 2.003 2.856
N 1.637 2.485 4.078
S 0.193 2.392 1.853
C 3.008 0.638 -1.113
C 4.014 0.615 -2.072
C 3.722 0.970 -3.374
C 2.418 1.334 -3.679
C 1.456 1.252 -2.696
N 1.714 0.880 -1.433
H 4.663 -0.152 1.773
H 5.072 1.446 1.139
H 5.342 -0.005 0.166
H 3.075 0.651 2.927
H 2.493 2.380 4.601
H 0.927 3.092 4.459
H 5.032 0.381 -1.796
H 4.497 0.992 -4.129
H 2.140 1.668 -4.669
H 0.426 1.477 -2.934
C 2.192 -2.781 -4.041
C 0.846 -2.110 -3.882
N 0.721 -1.630 -2.509
C 1.386 -2.126 -1.450
N 1.337 -1.498 -0.253
C 2.252 -2.108 0.727
C 2.034 -3.603 0.793
C 2.486 -4.159 -0.535
N 2.095 -3.258 -1.630
C 2.315 -3.833 -2.963
H 2.992 -2.042 -3.943
H 2.277 -3.244 -5.022
H 0.047 -2.818 -4.122
H 0.740 -1.256 -4.550
H 0.120 -0.851 -2.317
H 2.102 -1.654 1.694
H 3.291 -1.931 0.413
H 0.977 -3.811 0.980
H 2.611 -4.049 1.602
H 2.051 -5.140 -0.738
H 3.572 -4.271 -0.555
H 1.601 -4.644 -3.134
H 3.312 -4.273 -2.960
C 0.254 -0.298 6.293
C -0.107 -1.698 5.804
C -0.704 -1.717 4.394
C -0.999 -3.177 3.910
C -1.955 -3.973 4.791
C -2.023 -0.959 4.398
O -2.805 -0.951 5.300
N -2.322 -0.248 3.212
C -1.439 -0.115 2.208
O -1.678 0.585 1.178
N -0.228 -0.659 2.188
C 0.299 -1.191 3.370
O 1.492 -1.271 3.556
H 0.641 -0.345 7.310
H -0.620 0.355 6.312
H 1.024 0.155 5.666
H -0.840 -2.136 6.479
H 0.772 -2.342 5.804
H -0.033 -3.683 3.857
H -1.386 -3.130 2.885
H -1.535 -4.145 5.781
H -2.135 -4.948 4.340
H -2.915 -3.473 4.915
H -3.171 0.306 3.194
O -1.249 -0.861 -0.747
S -1.650 -2.276 -0.197
C -3.358 -2.006 0.411
C -4.278 -2.885 -0.427
C -3.703 -2.868 -1.839
C -2.222 -3.175 -1.667
H -3.516 -0.941 0.237
H -3.391 -2.205 1.482
H -5.298 -2.505 -0.384
H -4.294 -3.904 -0.036
H -3.837 -1.888 -2.301
H -4.174 -3.608 -2.485
H -1.578 -2.882 -2.493
H -2.050 -4.230 -1.435
O -1.295 9.884 -3.561
S -1.128 8.832 -2.593
O 0.191 8.224 -2.543
O -1.743 9.039 -1.293
C -2.152 7.450 -3.205
N -3.213 7.615 -4.015
C -3.874 6.517 -4.360
C -3.521 5.245 -3.920
C -2.434 5.186 -3.071
N -1.764 6.273 -2.718
C -1.870 3.985 -2.441
C -2.466 2.723 -2.388
C -1.891 1.726 -1.636
N -0.744 1.892 -0.945
C -0.129 3.102 -1.060
C -0.637 4.135 -1.785
H -4.723 6.650 -5.022
H -4.079 4.375 -4.246
H -3.398 2.517 -2.896
H -2.371 0.766 -1.544
H 0.822 3.209 -0.564
H -0.137 5.097 -1.827
```

- Calculated total energy: -104644.0148 eV
- 2S+1: 1
- Total charge: +2